Record 1
116
Properties=species:S:1:pos:R:3:forces:R:3 method="wB97M-V/def2-TZVPD" multiplicity=5 total_charge=-2 e_above_lowest_kcal_mol=0.0 s2=6.13
Mn -0.70375 -1.04576 0.13435 -0.5 -0.3 0.4
C -3.80708 0.33553 2.97762 0.0 0.0 0.0
Si -3.50723 0.88751 1.20263 0.1 0.0 0.1
C -4.03701 2.70584 1.16174 -0.1 0.0 0.0
C -4.70778 0.04875 0.02153 0.0 0.0 0.0
N -1.87105 0.62291 0.73313 -0.1 -0.1 -0.2
P -0.55627 1.53888 0.95508 0.1 0.3 -0.1
C 0.78763 0.63127 0.60060 0.0 -0.4 -0.1
P 1.78867 0.78605 -0.73739 0.0 0.0 -0.3
N 1.19788 0.50285 -2.17129 0.0 0.1 -0.1
Si 1.66435 -0.11699 -3.65859 0.1 0.0 0.1
C 0.55350 0.56810 -5.02552 0.0 0.0 0.0
C 3.44589 0.31685 -4.17040 0.0 0.0 -0.1
C 1.56118 -1.99662 -3.73624 0.0 0.0 0.0
C 3.26821 -0.28991 -0.50342 0.0 0.0 0.0
C 4.55920 0.10628 -0.85119 0.0 0.0 0.0
C 5.62472 -0.78436 -0.78993 0.0 0.0 0.0
C 5.41589 -2.09611 -0.38875 0.0 0.0 0.0
C 4.13340 -2.50570 -0.04590 0.0 0.0 0.0
C 3.07588 -1.60909 -0.10006 0.1 0.0 0.0
C 2.61744 2.43236 -0.76921 0.0 0.1 0.1
C 2.57070 3.22657 -1.90600 0.0 0.0 0.0
C 3.17802 4.47778 -1.92453 0.0 0.0 0.0
C 3.84448 4.94300 -0.80148 0.0 0.0 0.0
C 3.89726 4.15477 0.34525 0.0 0.0 0.0
C 3.28418 2.91172 0.35897 0.0 0.0 0.0
C -0.68304 3.10040 -0.00200 -0.1 0.1 0.1
C 0.14528 4.18923 0.27360 0.0 0.0 0.0
C 0.10146 5.33296 -0.50790 0.0 0.0 0.0
C -0.76331 5.40071 -1.59293 0.0 0.0 0.0
C -1.58601 4.32274 -1.88356 0.0 0.0 0.0
C -1.55047 3.18554 -1.08621 0.0 0.0 -0.1
C -0.65322 2.13496 2.69369 0.0 0.0 0.1
C -1.03198 3.41407 3.09492 0.0 0.0 0.1
C -1.17411 3.72346 4.44422 0.0 0.0 0.0
C -0.94887 2.75416 5.40991 0.0 0.0 0.0
C -0.58634 1.47014 5.02025 0.0 0.0 0.0
C -0.44171 1.16609 3.67658 0.0 0.0 0.0
H -4.87145 0.16203 3.17416 0.0 0.0 0.0
H -3.45761 1.10989 3.66926 0.0 0.0 0.0
H -3.25363 -0.57809 3.20919 0.0 0.0 0.0
H -5.06460 2.74936 1.54481 0.0 0.0 0.0
H -4.03981 3.13024 0.15619 0.0 0.0 0.0
H -3.42208 3.34248 1.80117 0.0 0.0 0.0
H -5.69622 -0.02668 0.48884 0.0 0.0 0.0
H -4.40076 -0.94823 -0.29151 0.0 0.0 0.0
H -4.80809 0.64939 -0.88886 0.0 0.0 0.0
H 0.47115 1.65690 -4.93821 0.0 0.0 0.0
H -0.45430 0.15214 -4.94142 0.0 0.0 0.0
H 0.94131 0.33041 -6.02195 0.0 0.0 0.0
H 3.66668 1.37847 -4.02191 0.0 0.0 0.0
H 3.61148 0.08012 -5.22848 0.0 0.0 0.0
H 4.16682 -0.25595 -3.58022 0.0 0.0 0.0
H 0.58228 -2.33874 -3.38655 0.0 0.0 0.0
H 2.31602 -2.42707 -3.06950 0.0 0.0 0.0
H 1.73394 -2.37921 -4.74881 0.0 0.0 0.0
H 4.74251 1.11855 -1.18786 0.0 0.0 0.0
H 6.61891 -0.45024 -1.06549 0.0 0.0 0.0
H 6.24412 -2.79481 -0.34304 0.0 0.0 0.0
H 3.94685 -3.52644 0.27096 0.0 0.0 0.0
H 2.08934 -1.94843 0.16946 -0.1 0.0 0.0
H 2.03068 2.85730 -2.77048 0.0 0.0 0.0
H 3.11855 5.09273 -2.81566 0.0 0.0 0.0
H 4.31904 5.91791 -0.81253 0.0 0.0 0.0
H 4.41197 4.51407 1.22927 0.0 0.0 0.0
H 3.29964 2.30033 1.25529 0.0 0.0 0.0
H 0.83438 4.13818 1.10751 0.0 0.0 0.0
H 0.76157 6.16182 -0.28058 0.0 0.0 0.0
H -0.78842 6.28962 -2.21310 0.0 0.0 0.0
H -2.26041 4.36326 -2.73124 0.0 0.0 0.0
H -2.19080 2.34204 -1.31300 0.0 0.0 0.0
H -1.22926 4.18128 2.35902 0.0 0.0 0.0
H -1.47163 4.72487 4.73590 0.0 0.0 0.0
H -1.06664 2.99400 6.46095 0.0 0.0 0.0
H -0.43171 0.68800 5.75486 0.0 0.0 0.0
H -0.19866 0.15326 3.38302 0.0 0.0 0.0
N 2.31397 -10.17305 -2.75964 0.0 0.0 0.0
C 1.97457 -9.12361 -2.42828 0.0 -0.1 0.0
C 1.55037 -7.82003 -2.01659 0.0 0.0 0.0
C 2.30916 -6.69688 -2.35577 -0.1 0.0 0.0
C 1.89940 -5.44019 -1.95989 0.0 0.0 0.0
C 0.72168 -5.26891 -1.21356 0.0 0.0 0.0
C -0.02817 -6.40833 -0.87882 0.0 0.0 0.0
C 0.37720 -7.66659 -1.27374 0.0 0.1 0.0
C 0.30188 -3.97680 -0.80933 0.0 -0.1 0.0
C -0.05669 -2.86603 -0.46521 0.0 0.4 -0.2
H 3.21676 -6.81666 -2.93303 0.0 0.0 0.0
H 2.47827 -4.56505 -2.22476 0.0 0.0 0.0
H -0.93061 -6.28111 -0.29620 0.0 0.0 0.0
H -0.20840 -8.53701 -1.00799 0.0 0.0 0.0
C -2.96739 -2.86178 1.66677 -0.1 0.0 0.0
C -1.79968 -2.62526 2.56689 0.1 0.0 0.1
C -1.65925 -3.02266 3.88377 -0.1 0.0 0.0
C -0.33745 -2.67685 4.26070 0.1 0.0 0.0
C 0.24863 -2.09220 3.15082 0.0 0.1 -0.1
C 1.67088 -1.64221 3.02226 0.0 0.0 0.0
N -0.65162 -2.02577 2.12070 -0.2 0.0 -0.1
H -3.90877 -2.85150 2.22237 0.0 0.0 0.0
H -2.89553 -3.82219 1.14277 0.0 0.0 0.0
H -3.04784 -2.09635 0.89515 0.0 0.1 0.0
H -2.41765 -3.51021 4.48437 0.0 0.0 0.0
H 0.15187 -2.85077 5.21078 0.0 0.0 0.0
H 2.15124 -1.66679 4.00435 0.0 0.0 0.0
H 1.75728 -0.63903 2.59872 0.0 0.0 0.0
H 2.24272 -2.30349 2.36465 0.0 0.0 0.1
F -4.61812 -1.19607 -4.72512 0.0 0.0 -0.1
C -3.71987 -1.20682 -3.69606 0.0 0.0 0.0
C -3.62407 -2.33182 -2.90687 0.0 0.0 0.0
C -2.70833 -2.32672 -1.85734 0.0 0.0 0.0
C -1.91276 -1.21542 -1.58157 0.3 -0.1 0.4
C -2.02252 -0.11854 -2.43262 0.0 0.0 0.0
C -2.92718 -0.09914 -3.49139 0.1 0.0 0.0
H -4.24902 -3.19320 -3.11016 0.0 0.0 0.0
H -2.62754 -3.21939 -1.24651 0.0 0.1 0.0
H -1.35950 0.72380 -2.28769 0.0 0.0 0.0
H -3.00403 0.75444 -4.15522 0.0 0.0 0.0



Record 2
141
Properties=species:S:1:pos:R:3:forces:R:3 method="wB97M-V/def2-TZVPD" total_charge=0 total_energy_ev=-109345.7703
O -3.65141 -1.47738 -2.84737 -0.1 2.3 -1.1
N -3.91393 -0.32391 -3.25573 0.6 -1.1 -0.5
O -3.40768 0.24190 -4.25079 -0.7 -1.4 2.0
C -4.95439 0.39531 -2.52005 0.1 -1.1 3.3
C -5.33551 0.03938 -1.17478 0.0 0.5 -0.5
C -6.30245 0.80496 -0.47395 1.9 -1.9 -0.7
C -6.90098 1.83203 -1.12398 -1.1 1.0 -1.4
C -6.55189 2.16681 -2.44173 -0.1 -0.2 1.5
C -5.51830 1.48481 -3.06489 -1.2 1.8 -1.9
H -4.90824 -0.78673 -0.62580 0.3 -0.2 -0.4
H -6.54486 0.50809 0.53576 -0.1 0.1 0.0
H -7.74513 2.34437 -0.68658 0.1 0.2 0.2
H -7.11001 2.98424 -2.87382 0.3 0.0 -0.4
H -5.25035 1.78735 -4.06642 0.2 0.0 -0.1
O 0.05039 3.97023 2.76890 1.2 0.3 0.4
N 1.26838 4.12437 2.57918 -2.3 -1.2 -0.7
O 1.71295 4.91857 1.78561 0.3 0.4 0.2
C 2.15382 3.15183 3.19708 2.1 0.3 0.1
C 3.49862 3.26003 2.83131 0.4 -0.5 0.8
C 4.46141 2.40441 3.42636 -0.5 0.8 -0.7
C 4.08591 1.50553 4.40408 -0.1 0.0 -1.2
C 2.73924 1.41062 4.68510 -0.1 -1.1 1.0
C 1.77043 2.18169 4.10684 -0.8 0.8 -0.1
H 3.76377 4.01115 2.10198 0.2 -0.1 0.0
H 5.48061 2.40040 3.06914 0.1 0.3 0.0
H 4.79025 0.77385 4.77144 0.1 0.2 0.3
H 2.43177 0.65227 5.38992 -0.1 -0.1 0.1
H 0.73949 2.07614 4.41085 -0.1 0.0 -0.2
O 1.98272 -1.10078 1.95814 -1.1 -0.7 0.6
N 3.15078 -1.10829 1.71352 1.9 1.0 -1.0
O 3.95224 -2.04335 1.87829 -1.2 1.4 -0.1
C 3.64664 0.18084 1.07481 1.2 1.0 -1.3
C 5.05552 0.32121 0.88776 -1.6 -1.2 1.3
C 5.58321 1.39383 0.24982 -0.2 1.9 -1.2
C 4.77065 2.38874 -0.34121 -1.2 -0.5 1.4
C 3.36578 2.31006 -0.15566 0.6 -1.8 0.2
C 2.79909 1.20012 0.53498 1.3 -1.0 0.2
H 5.70965 -0.39417 1.36392 0.0 -0.2 -0.1
H 6.64667 1.56576 0.17301 0.1 -0.4 0.0
H 5.26794 3.25564 -0.75058 -0.2 0.0 -0.4
H 2.61038 2.94575 -0.59347 0.5 0.6 0.0
H 1.72301 1.13375 0.59859 -0.1 -0.2 0.1
O 6.21192 -0.30001 -5.07709 -0.4 -0.2 1.6
N 5.81978 -0.37850 -3.91142 0.1 0.7 -0.8
O 6.25725 0.30047 -2.97720 -0.5 -0.9 -0.9
C 4.69983 -1.32746 -3.63390 -0.1 -0.6 -0.5
C 4.06664 -2.00269 -4.70092 0.1 0.9 0.0
C 3.06025 -2.92461 -4.46625 0.3 0.1 1.5
C 2.72489 -3.25210 -3.13045 0.7 0.6 -0.1
C 3.32183 -2.54962 -2.06811 1.2 0.7 -1.0
C 4.33090 -1.57773 -2.33588 -1.1 -0.8 0.3
H 4.31342 -1.69230 -5.70549 0.1 -0.1 -0.1
H 2.48251 -3.40475 -5.24218 0.4 0.1 -0.2
H 2.01792 -4.06273 -3.03310 -0.2 0.2 0.6
H 3.20966 -2.65091 -0.99873 -0.8 -0.7 -0.1
H 4.75643 -1.07256 -1.48141 0.3 0.1 -0.2
O -0.18148 -1.29977 -3.07185 -0.6 -0.1 -1.3
N -0.22035 -1.58722 -1.90840 0.9 1.8 1.8
O 0.30898 -2.55441 -1.41326 -0.6 -0.7 0.2
C -0.68219 -0.49376 -0.96206 -0.4 0.8 0.8
C -0.99795 0.78742 -1.44081 0.1 -0.7 0.0
C -1.18374 1.82885 -0.52435 -0.3 -0.5 -1.2
C -1.15025 1.58018 0.83038 -0.9 2.2 -0.5
C -0.96848 0.33716 1.28791 0.8 -0.9 1.3
C -0.67039 -0.67776 0.42530 0.9 -1.7 -1.0
H -1.06788 0.92555 -2.50965 0.0 0.2 0.1
H -1.44226 2.80792 -0.89984 0.1 0.1 -0.1
H -1.31521 2.38119 1.53577 0.0 0.2 0.0
H -0.89272 0.23757 2.36064 -0.1 -0.6 0.1
H -0.26402 -1.58145 0.85497 -0.4 -0.4 -0.2
O 0.35427 -3.32599 -8.79948 0.1 1.6 2.0
S 0.67862 -2.48430 -7.65226 -0.1 -1.2 0.1
O 1.89986 -1.70222 -7.69652 -2.2 -1.2 0.7
O -0.57327 -1.56612 -7.15217 1.8 0.7 -0.9
C -1.46395 -2.24178 -6.32993 -1.9 -2.7 1.0
C -0.77236 -3.59792 -5.81775 0.3 0.9 -0.7
O 0.55571 -3.40715 -6.26807 1.9 0.4 -1.9
H -1.88613 -1.70631 -5.47956 0.7 0.8 -0.2
H -2.31645 -2.50153 -6.95752 -0.1 -0.2 0.1
H -1.19340 -4.51673 -6.22594 -0.2 0.2 -0.4
H -0.60197 -3.80224 -4.76072 -0.7 0.8 0.2
C 0.59877 -1.67790 5.52616 -0.5 -0.2 0.6
C -0.23641 -1.07843 6.66689 -0.6 -0.4 -0.2
C -0.55687 0.40952 6.60173 0.3 0.5 -0.9
C -1.43401 0.72163 5.45351 1.0 -0.5 1.5
N -2.07207 0.90311 4.53012 -0.8 0.4 -1.1
H 0.31915 -1.24663 4.56495 0.5 0.2 -0.1
H 0.32896 -2.73055 5.44112 0.0 -0.1 0.0
H 1.65664 -1.67474 5.78885 0.1 0.4 -0.5
H 0.24021 -1.28289 7.62560 -0.2 -0.1 0.0
H -1.21197 -1.55986 6.59908 0.0 -0.3 0.5
H 0.36247 0.95744 6.39510 0.1 0.3 0.3
H -1.02221 0.80693 7.50374 0.1 -0.1 0.0
C 1.61597 1.90695 -3.14569 0.3 0.1 -0.7
C 0.66264 1.90615 -4.35218 -0.7 1.4 0.8
C 0.93407 0.88405 -5.40667 1.0 -1.1 -0.1
C 2.23300 1.11365 -6.08073 -2.7 -0.5 0.8
N 3.21724 1.20120 -6.63106 2.1 0.4 -0.9
H 1.44608 2.74825 -2.47378 -0.6 -0.3 0.2
H 2.64012 2.11108 -3.45802 0.2 -0.3 -0.4
H 1.62252 0.94124 -2.64027 -0.1 0.1 0.3
H 0.63561 2.91396 -4.76652 0.4 0.1 -0.3
H -0.37857 1.82417 -4.04030 0.0 -0.4 0.2
H 0.12105 0.65914 -6.09697 0.1 0.8 -0.3
H 1.04267 -0.09706 -4.94438 0.2 -0.2 0.4
C -4.23397 3.86735 1.95521 0.7 0.2 0.0
C -3.09883 4.86477 2.24154 0.3 -1.0 0.3
C -2.24458 5.22808 1.01299 -0.9 0.6 0.0
C -3.10595 5.84734 0.00970 -0.6 1.2 -0.7
N -3.79571 6.38161 -0.74907 0.5 -0.6 0.5
H -4.70738 3.56382 2.88894 -0.2 0.1 -0.1
H -3.77408 2.98077 1.51865 -0.1 -0.2 -0.1
H -4.96556 4.24144 1.23901 -0.1 0.1 0.1
H -2.40454 4.39613 2.93899 0.0 -0.1 0.1
H -3.45009 5.74192 2.78497 -0.1 0.3 -0.4
H -1.79664 4.40711 0.45311 0.3 -0.3 0.7
H -1.48290 5.93500 1.34192 0.2 -0.1 -0.3
C -3.40026 -1.83537 3.31117 -0.7 0.3 -0.1
C -4.42912 -0.76396 2.94197 0.5 0.7 0.2
C -5.54186 -0.59211 3.96206 0.5 1.8 -0.1
C -6.23294 -1.77084 4.33018 -0.3 -0.9 0.8
N -6.69726 -2.75177 4.69640 -0.3 -0.3 -0.1
H -2.82112 -1.63503 4.21259 -0.3 0.3 0.1
H -2.65587 -1.94001 2.52185 -0.3 -0.5 -0.1
H -4.02842 -2.70477 3.50522 0.7 -0.7 -0.3
H -4.85184 -0.94576 1.95387 0.1 0.0 -0.1
H -3.97689 0.22622 2.99780 0.3 0.0 -0.7
H -6.24181 0.19321 3.67669 -0.3 -0.2 -0.5
H -5.06612 -0.07895 4.79779 0.0 -0.6 0.7
C 3.15246 -5.08817 2.44489 1.1 0.6 -0.3
C 2.50726 -4.87789 1.06292 0.7 -0.7 1.1
C 1.05508 -5.27416 0.91913 -1.3 1.2 -0.4
C 0.12927 -4.41943 1.73564 1.1 -0.8 -0.7
N -0.54594 -3.73565 2.35627 -0.3 0.3 0.3
H 4.22071 -4.98714 2.25319 0.2 -0.1 0.1
H 3.05911 -6.06684 2.91563 -0.5 0.0 -0.2
H 2.99194 -4.29274 3.17264 -0.6 -0.1 -0.1
H 3.11549 -5.43970 0.35402 -0.3 -0.3 -0.2
H 2.64365 -3.84546 0.74106 -0.2 0.1 0.3
H 0.73239 -6.30759 1.04560 0.6 -0.1 0.3
H 0.83522 -5.01672 -0.11696 -0.5 -0.1 -0.1